Here is 11 unconnected molecules or ions with the total composition C33H88O11 at a distorted geometry from the Open Molecules 2025 dataset. Energies are from ωB97M-V/def2-TZVPD.

Last column: Mulliken charge in e.
Cartesian coordinates (Å):
1 C 4.66776 -2.01923 1.44401  -0.926
2 C 4.92209 -1.68747 2.87674  0.898
3 C 4.48482 -2.77645 3.86877  -1.538
4 O 6.22794 -1.46039 3.15054  -0.565
5 H 5.35174 -2.83141 1.19776  0.389
6 H 4.82583 -1.20068 0.74180  0.327
7 H 3.58690 -2.03525 1.30403  -0.014
8 H 4.47286 -0.76110 3.23469  -0.087
9 H 4.85488 -2.41902 4.82971  0.431
10 H 4.89907 -3.77754 3.74910  0.401
11 H 3.40385 -2.85745 3.75460  0.319
12 H 6.72936 -2.26841 3.01908  0.353
13 C 0.86545 5.17347 1.10648  -1.858
14 C -0.48016 5.25171 0.46340  2.393
15 C -1.56851 6.05933 1.21138  -1.509
16 O -0.29947 5.88809 -0.78144  -0.503
17 H 1.35541 6.11754 1.34473  0.461
18 H 1.60289 4.81385 0.38886  0.398
19 H 0.89933 4.53059 1.98606  0.373
20 H -0.79391 4.21362 0.35370  -1.063
21 H -1.66353 5.60127 2.19588  0.317
22 H -2.53058 6.02335 0.70029  0.327
23 H -1.32014 7.10054 1.41708  0.441
24 H 0.11758 6.74188 -0.64468  0.298
25 C -3.83442 3.78171 -0.67590  -0.820
26 C -4.00694 2.29553 -1.05281  -0.082
27 C -3.00600 1.91747 -2.18945  -0.755
28 O -3.68439 1.45213 0.02247  -0.190
29 H -3.93273 4.48819 -1.50011  0.436
30 H -2.89272 3.83539 -0.12962  -0.264
31 H -4.50552 4.07574 0.13112  0.445
32 H -5.04572 2.07994 -1.30291  0.514
33 H -3.37363 2.47327 -3.05204  0.542
34 H -3.12101 0.88144 -2.50805  0.324
35 H -1.97345 2.20061 -1.98508  -0.170
36 H -4.15960 0.62127 -0.05139  0.119
37 C 0.59694 1.35265 -0.34446  -0.436
38 C -0.31926 0.24275 0.14992  1.895
39 C 0.55624 -0.82262 0.87841  -1.477
40 O -1.12609 0.86393 1.10606  -0.349
41 H 0.06707 2.27759 -0.57208  -0.339
42 H 1.12357 1.14185 -1.27522  0.407
43 H 1.38679 1.72792 0.30624  -0.061
44 H -0.84703 -0.30680 -0.62954  -0.427
45 H 1.40446 -1.16131 0.28349  0.333
46 H -0.05237 -1.71700 1.01176  0.027
47 H 0.87043 -0.49800 1.87037  0.390
48 H -1.82223 1.38920 0.70472  -0.109
49 C -2.15504 -3.21212 -1.26473  0.069
50 C -3.48476 -3.90200 -1.28916  0.946
51 C -4.56562 -3.04992 -1.94252  -1.381
52 O -3.38738 -5.15900 -1.92102  -0.558
53 H -1.45924 -3.69904 -0.58145  -0.116
54 H -2.35938 -2.18041 -0.97855  -0.099
55 H -1.75403 -3.12076 -2.27416  0.105
56 H -3.83042 -4.11299 -0.27717  -0.332
57 H -4.57515 -2.06527 -1.47513  0.175
58 H -5.55914 -3.49799 -1.92642  0.434
59 H -4.41507 -2.91805 -3.01399  0.309
60 H -4.15436 -5.70351 -1.72905  0.375
61 C -4.89464 2.31299 3.54047  -1.127
62 C -3.48871 2.23943 4.09514  0.590
63 C -2.84888 0.91362 3.76378  -1.344
64 O -2.79263 3.19321 3.49003  -0.496
65 H -4.89454 2.55414 2.47748  0.084
66 H -5.41596 3.13603 4.02928  0.364
67 H -5.51052 1.44509 3.77614  0.362
68 H -3.45514 2.35410 5.17858  0.262
69 H -1.76731 0.96088 3.89050  0.401
70 H -3.09826 0.67307 2.73032  0.149
71 H -3.18767 0.08111 4.38043  0.522
72 H -2.24721 2.75120 2.83525  0.244
73 C -0.21761 -0.43239 -3.85559  -0.599
74 C 0.03604 -1.49956 -4.87169  0.314
75 C 1.55705 -1.74852 -4.93620  -1.452
76 O -0.62275 -2.71024 -4.48714  -0.460
77 H 0.27660 -0.55364 -2.89166  0.019
78 H -1.30044 -0.36863 -3.74826  0.075
79 H 0.16863 0.50457 -4.25685  0.362
80 H -0.38727 -1.19788 -5.82977  0.439
81 H 2.13262 -0.90243 -5.31162  0.397
82 H 1.73665 -2.66415 -5.49965  0.356
83 H 2.02304 -1.77526 -3.95120  0.283
84 H -1.14399 -2.97225 -5.24954  0.260
85 C -3.98914 -5.17163 3.24456  -1.467
86 C -2.98665 -5.49039 2.17551  0.920
87 C -1.72773 -4.65886 2.15653  -0.791
88 O -2.50067 -6.76911 2.41106  -0.607
89 H -4.50931 -4.24010 3.02141  0.326
90 H -3.48807 -5.17862 4.21254  0.348
91 H -4.69407 -5.99378 3.36791  0.395
92 H -3.57560 -5.46821 1.25859  -0.187
93 H -1.12886 -4.76984 3.06049  0.434
94 H -2.03617 -3.62003 2.03900  0.123
95 H -1.09863 -4.92727 1.30784  0.235
96 H -1.95720 -7.09695 1.69080  0.339
97 C -0.34124 4.29830 -3.78412  -0.620
98 C 1.05977 4.72789 -4.29025  0.464
99 C 1.19786 4.56983 -5.83446  -1.388
100 O 1.32151 6.04543 -4.06596  -0.557
101 H -0.46321 3.28357 -4.16299  0.177
102 H -1.13435 4.87685 -4.25776  0.393
103 H -0.42040 4.20191 -2.70128  -0.112
104 H 1.85815 4.06870 -3.94945  0.240
105 H 2.23884 4.80593 -6.05517  0.344
106 H 0.42457 5.16414 -6.32120  0.357
107 H 0.97291 3.57880 -6.22862  0.326
108 H 2.19861 6.32322 -3.79187  0.341
109 C 3.95922 -5.48042 -2.09980  -1.312
110 C 2.88467 -5.57450 -1.03686  0.460
111 C 2.30012 -4.29713 -0.62096  -0.718
112 O 1.85901 -6.43725 -1.56711  -0.548
113 H 4.85274 -5.04998 -1.64766  0.353
114 H 3.62492 -5.10077 -3.06532  0.241
115 H 4.22868 -6.49881 -2.37974  0.393
116 H 3.26996 -6.02290 -0.12111  0.294
117 H 1.51158 -4.01825 -1.31992  0.101
118 H 2.90939 -3.39675 -0.69978  0.158
119 H 1.98071 -4.27377 0.42093  0.248
120 H 1.37081 -5.84245 -2.14111  0.337
121 C 5.22378 2.36634 4.60369  -1.289
122 C 5.30383 2.36685 3.02269  0.508
123 C 3.95303 2.13129 2.32101  -0.915
124 O 5.86897 3.55645 2.50032  -0.582
125 H 5.02327 1.36324 4.98011  0.306
126 H 4.58613 3.18723 4.93176  0.329
127 H 6.20885 2.61312 4.99971  0.356
128 H 5.92178 1.51761 2.73109  0.142
129 H 3.24154 1.49050 2.84184  0.293
130 H 4.17814 1.79391 1.30928  0.237
131 H 3.36376 3.04495 2.24291  0.272
132 H 5.28281 4.31456 2.55758  0.355

HOMO (eV): -9.84
Energy relative to the best compared isomer or geometry (same formula, charge and spin) (eV): 5.247
Molar mass (g/mol): 661.056